No. 1
{"formula": "CH6NO", "method": "ωB97M-V/def2-TZVPD", "homo_lumo_gap_ev": [3.480, 7.048], "relative_energy_kcal_mol": 41.38, "homo_ha": [-0.1379, -0.2727], "max_force_ev_per_a": 4.5, "total_energy_ev": -4668.3084, "s_squared": 0.753, "multiplicity": 2, "species": ["O", "N", "C", "H", "H", "H", "H", "H", "H"], "coordinates": [[0.368, -0.316, 0.449], [-0.702, 1.264, -1.346], [0.553, -1.266, 1.258], [0.024, 1.999, -1.361], [-0.762, 1.025, -2.352], [-1.632, 1.620, -1.111], [0.798, -2.254, 0.847], [0.590, -1.139, 2.347], [-0.354, 0.561, -0.602]], "atomic_forces_ev_per_a": [[-0.85, 3.59, -2.66], [0.11, 1.36, -1.44], [0.32, -2.66, 1.46], [-0.67, 0.01, 0.51], [0.14, -0.82, 0.87], [0.49, 0.20, 0.30], [0.00, -0.01, 0.29], [-0.03, 0.15, -0.17], [0.51, -1.81, 0.83]], "lowdin_charge": [-0.33, 0.23, -0.36, 0.14, 0.14, 0.13, 0.00, 0.00, 0.04]}

---

No. 2
{"formula": "CH6NO", "method": "ωB97M-V/def2-TZVPD", "homo_lumo_gap_ev": [9.778, 9.583], "relative_energy_kcal_mol": 116.71, "homo_ha": [-0.5162, -0.5394], "max_force_ev_per_a": 3.7, "total_energy_ev": -4659.7049, "total_charge": 1, "species": ["O", "N", "C", "H", "H", "H", "H", "H", "H"], "coordinates": [[1.220, 0.378, 0.661], [-0.898, -0.553, 0.325], [0.265, 0.081, -0.251], [-1.340, -1.093, -0.525], [-0.699, -1.254, 1.055], [2.172, 0.280, 0.338], [0.164, 2.437, -1.376], [-1.533, 0.050, 0.870], [0.651, -0.326, -1.097]], "atomic_forces_ev_per_a": [[0.48, -0.33, -0.09], [-1.23, -1.83, -1.03], [1.86, 1.97, 2.46], [0.18, 1.42, 2.26], [0.63, -0.31, -0.32], [-1.92, 0.26, 0.27], [-0.09, -0.30, 0.12], [-0.19, 0.39, -0.98], [0.28, -1.27, -2.69]], "lowdin_charge": [0.02, 0.20, -0.23, 0.24, 0.18, 0.18, 0.13, 0.19, 0.09]}

---

No. 3
{"formula": "CH6NO", "method": "ωB97M-V/def2-TZVPD", "homo_lumo_gap_ev": 9.562, "relative_energy_kcal_mol": 28.30, "homo_ha": -0.5941, "max_force_ev_per_a": 5.4, "total_energy_ev": -4663.5391, "total_charge": 1, "species": ["O", "N", "C", "H", "H", "H", "H", "H", "H"], "coordinates": [[-1.233, -0.602, 1.508], [0.043, 0.219, -1.069], [1.232, 0.787, -0.815], [-0.754, -1.366, 1.726], [-0.772, 0.319, -0.494], [0.182, -0.736, -1.348], [1.173, 1.837, -0.642], [2.230, 0.302, -0.798], [-2.101, -0.761, 1.933]], "atomic_forces_ev_per_a": [[-1.68, 1.42, -0.42], [5.33, -0.68, 0.72], [-2.99, -0.44, -0.50], [1.20, -1.69, 0.53], [-1.17, 1.17, 0.21], [-0.48, -0.74, -0.14], [0.18, 0.68, 0.85], [-0.95, -0.07, -0.86], [0.56, 0.36, -0.39]], "lowdin_charge": [-0.04, 0.20, 0.23, 0.02, 0.12, 0.13, 0.11, 0.14, 0.08]}